Model P:
16
Properties=species:S:1:pos:R:3 method="wB97M-V/def2-TZVPD" orbital_gap_ev=9.8 smiles="C=CO.O.O.O" charge=0 e_homo_ev=-9.351
O 0.84237 0.44033 2.31763
O 2.22341 -0.66826 -1.09401
O -0.43328 -0.89093 0.14387
O 0.91423 1.66958 -0.20397
C -1.51185 -0.66906 -0.69831
C -2.76689 -0.69275 -0.43682
H -3.27921 -0.74970 0.53543
H -1.19956 -0.94122 -1.72802
H 0.21719 1.92052 0.54309
H 0.47862 -0.48943 0.06910
H 3.25535 -0.81472 -0.99413
H -3.47926 -0.64650 -1.31153
H 1.66627 -0.01341 2.31268
H 2.06951 0.15081 -0.78226
H 0.20727 -0.12935 1.99129
H 0.79583 2.52408 -0.66403



Model Q:
16
Properties=species:S:1:pos:R:3 method="wB97M-V/def2-TZVPD" orbital_gap_ev=9.9 smiles="C=CO.O.O.O" charge=0 e_homo_ev=-9.283
O 1.59904 0.16418 -3.60646
O -2.09444 -1.93074 5.99252
O 2.23232 0.89350 -0.63106
O -4.67423 -2.78773 -2.41658
C 1.55799 2.82303 0.61394
C 2.48025 2.05673 0.05623
H -2.61623 -2.36469 5.29998
H 0.49895 2.63823 0.59482
H -4.28842 -2.40466 -1.61271
H 3.55076 2.25979 0.07187
H 2.16427 -0.29399 -2.97687
H -4.27145 -2.21596 -3.08967
H -1.52238 -2.67067 6.25243
H 2.12529 0.36443 -4.38338
H 1.34051 0.60535 -0.40542
H 1.90499 3.74435 1.06995



Bottom line: model Q, by a margin of 0.863 eV.



Model P:
19
Properties=species:S:1:pos:R:3 method="wB97M-V/def2-TZVPD" orbital_gap_ev="9.0 / 8.5" spin_multiplicity=2 charge=+2 e_homo_ev="-18.613 / -19.858"
N -2.37335 0.19184 -0.45606
C -0.03571 1.14996 -0.23778
C 1.47441 -0.36672 1.03356
C -1.47549 1.16297 0.31055
C 2.45858 -1.31375 1.20888
C 0.90743 -1.00885 -1.26009
C 0.75797 -0.15394 -0.17559
H 1.87784 -1.47453 -1.38435
H 1.14475 0.12915 1.93693
H -1.56865 0.97671 1.37790
H -2.12865 0.29563 -1.44451
H -0.05123 1.57687 -1.23892
H 0.52636 1.85038 0.37475
H -1.92686 2.12363 0.08000
H -3.38270 0.33529 -0.35355
H 0.14704 -1.32536 -1.96502
H 3.17352 -1.34568 2.01918
H -2.22480 -0.80243 -0.23819
H 2.69954 -2.00116 0.41230



Model Q:
19
Properties=species:S:1:pos:R:3 method="wB97M-V/def2-TZVPD" orbital_gap_ev="10.5 / 7.2" spin_multiplicity=2 charge=+2 e_homo_ev="-19.360 / -19.491"
N 0.03421 1.18231 -1.55105
C 0.66300 -1.00353 1.41349
C 1.72127 -0.24202 1.78493
C -1.18742 0.63952 1.40238
C 0.05600 -0.29158 -1.76611
C -0.81192 -0.95155 -0.63645
C -0.48641 -0.34170 0.77883
H -0.40138 -0.51685 -2.73650
H 1.05332 -0.72162 -1.79159
H -0.92428 1.55253 -1.64254
H -0.72424 1.42866 2.05606
H 1.60176 0.82414 1.94620
H -1.88953 -0.86917 -0.75068
H 2.68646 -0.65633 2.03042
H -0.64936 -2.01125 -0.44115
H 0.63891 1.69080 -2.20750
H 0.60228 -2.07368 1.60900
H -2.19681 0.88487 1.08724
H 0.21412 1.47646 -0.58499



Bottom line: model P, by a margin of 0.759 eV.



Model P:
29
Properties=species:S:1:pos:R:3 method="wB97M-V/def2-TZVPD" orbital_gap_ev=8.3 charge=0 e_homo_ev=-7.668
S 2.85146 -0.53852 3.34933
S -1.99516 2.64354 -2.33860
N 3.07469 -2.02553 0.87419
N 1.03472 -1.74193 1.55571
C 2.15515 -2.59081 -0.05976
C -1.75366 0.73194 -0.18912
C -0.18951 -0.93969 2.20589
C -0.38492 1.05322 0.49044
C -2.11393 0.13519 -2.60124
C -2.03158 1.04100 -1.58674
C -2.31265 0.86152 -3.93137
C -2.33413 2.18521 -3.91348
C 2.36278 -1.49403 1.96004
C -0.27192 0.64933 1.88152
C 0.85418 -2.48881 0.41377
H -1.14285 -1.32347 1.83123
H -1.99250 2.85484 -4.84404
H 0.44521 0.52714 -0.11545
H -2.01635 -0.41736 -0.01413
H -1.18924 1.03752 2.36845
H -2.39558 1.30266 0.61033
H 0.49629 1.25744 2.20332
H -0.22175 -2.83024 -0.01128
H -0.18193 2.15385 0.41805
H -2.14295 -0.88808 -2.30949
H 4.07187 -1.77610 1.01825
H -0.15845 -1.02146 3.28041
H 2.58975 -3.27026 -0.85458
H -2.50704 0.22099 -4.78174



Model Q:
29
Properties=species:S:1:pos:R:3 method="wB97M-V/def2-TZVPD" orbital_gap_ev=8.4 charge=0 e_homo_ev=-8.325
S -2.62309 -0.81645 -3.51619
S -0.36332 -1.73397 -1.73580
N -1.90900 0.42989 -1.43407
N -0.90900 0.74513 -0.49578
C -2.13406 -0.48626 1.34794
C -2.12316 -0.73977 2.70137
C -1.17544 0.40900 0.78868
C -1.27598 -0.13729 3.62301
C 0.52416 -0.49018 -0.82819
C -1.77503 -0.65762 -2.20491
C -0.36422 0.81447 3.11705
C 1.60399 0.26491 -1.52003
C -0.35380 1.09370 1.71218
C 2.47539 0.79710 -0.45916
C 2.28970 -0.67495 -2.52913
H 1.94832 1.55062 0.21485
H -2.76065 -1.06712 0.65043
H 2.34337 -1.67931 -2.10748
H -2.59868 1.17643 -1.41658
H 0.43565 1.81253 1.32351
H 0.32315 1.28745 3.73787
H 3.37478 1.09592 -0.84545
H 0.81288 -0.87492 0.19810
H -1.49015 -0.31393 4.64009
H 3.22543 -0.28419 -2.79074
H 2.73192 -0.07533 0.28242
H -2.87590 -1.51779 3.08116
H 1.01644 0.96484 -2.14043
H 1.62627 -0.89290 -3.39472



Bottom line: model P, by a margin of 0.359 eV.



Model P:
20
Properties=species:S:1:pos:R:3 method="wB97M-V/def2-TZVPD" orbital_gap_ev=9.1 smiles="CN1CCc2cncn2C1=S" charge=0 e_homo_ev=-8.640
S -0.26813 -2.96564 -0.33888
N 0.87007 -0.74195 0.84550
N 2.27353 -0.45841 2.48717
N -0.95850 -0.37035 -0.85045
C 2.10905 0.77715 1.78981
C -0.84029 0.98928 -0.41586
C 0.56389 1.42554 -0.23466
C 1.49834 -1.32836 1.90485
C -2.08569 -0.66628 -1.84424
C -0.30115 -1.40261 -0.29444
C 1.25641 0.56450 0.79997
H -3.06095 -0.78660 -1.38255
H -1.91410 -1.45636 -2.48262
H -1.30311 1.63941 -1.25133
H -2.18391 0.38581 -2.37918
H -1.40666 1.15404 0.50325
H 0.49422 2.55086 0.11281
H 2.81309 1.59831 2.06232
H 1.17887 1.34867 -1.30118
H 1.26502 -2.25702 2.26972



Model Q:
20
Properties=species:S:1:pos:R:3 method="wB97M-V/def2-TZVPD" orbital_gap_ev="7.7 / 7.6" charge=0 e_homo_ev="-8.969 / -8.232"
S -2.09215 0.19220 1.08359
N 1.60576 2.84916 -1.40735
N 0.08276 1.45322 1.64976
N 1.13037 -0.85651 -0.92824
C 1.01055 -1.14488 -2.31711
C -0.57101 1.25203 2.77887
C -1.82204 0.67437 2.71059
C -0.05967 1.03476 -0.70186
C -0.54940 0.95694 0.62591
C 0.92555 2.00442 -1.03537
C 0.40565 -1.76717 -0.13329
H -0.51550 -1.35193 0.35452
H -2.52530 0.23371 3.42254
H 1.05200 -1.96812 0.75432
H 1.00723 -0.23544 -2.79525
H 0.07443 -1.66902 -2.48601
H -0.68313 0.69681 -1.63729
H 1.80177 -1.74654 -2.73222
H -0.34292 1.93575 3.62889
H 0.06506 -2.54375 -0.83498



Model R:
20
Properties=species:S:1:pos:R:3 method="wB97M-V/def2-TZVPD" orbital_gap_ev=9.6 smiles=CSCc1cccnc1.N#N charge=0 e_homo_ev=-8.884
S 1.28890 -0.75587 1.52018
N -1.29867 -0.28671 3.89277
N -2.16540 0.68695 -1.93816
N -1.64740 -1.32125 4.04471
C -0.27483 -1.35760 0.57088
C -1.98693 1.86595 -1.39098
C 1.74935 -2.40603 2.07191
C -1.51620 -0.35635 -1.32856
C -0.80330 1.10871 0.41301
C -1.32102 2.19217 -0.24869
C -0.87758 -0.16641 -0.11334
H 0.99862 -2.87097 2.81195
H -2.46539 2.76086 -2.01226
H -1.01917 3.23171 0.16190
H 2.88418 -2.34706 2.25450
H -1.48156 -1.42888 -1.72987
H -0.01462 -2.06355 -0.09723
H 1.72250 -3.10383 1.15961
H -0.25870 1.24427 1.36998
H -0.88001 -1.90120 1.30869



Bottom line: model R, by a margin of 1.575 eV.